(1)
ORCA calculation (ωB97M-V/def2-TZVPD) on a molecular structure, C36H31N5O8SSiTi at a distorted geometry.

```
83
Properties=species:S:1:pos:R:3
Ti -0.486 0.347 0.328
S 2.566 1.926 3.482
C 3.342 0.531 2.799
C 4.621 0.039 3.050
C 5.019 -1.098 2.374
C 4.156 -1.738 1.475
C 2.887 -1.254 1.232
C 2.484 -0.097 1.900
N 1.251 0.545 1.770
C 1.170 1.601 2.527
C -0.034 2.431 2.474
C -0.289 3.467 3.369
C -1.486 4.156 3.286
C -2.415 3.793 2.314
C -2.138 2.769 1.419
C -0.935 2.076 1.472
H 5.284 0.533 3.748
H 6.009 -1.500 2.545
H 4.487 -2.634 0.967
H 2.207 -1.751 0.557
H 0.434 3.726 4.136
H -1.704 4.960 3.977
H -3.361 4.318 2.252
H -2.873 2.518 0.661
C -0.429 3.970 -1.134
C -1.095 2.840 -1.861
C -1.652 3.032 -3.107
C -2.327 1.973 -3.720
C -2.451 0.751 -3.108
C -1.862 0.593 -1.840
N -1.202 1.631 -1.269
N -1.815 -0.486 -1.024
Si -2.758 -1.963 -1.077
C -3.259 -2.427 -2.811
C -1.724 -3.368 -0.425
C -4.300 -1.721 -0.055
H -0.263 4.800 -1.819
H 0.515 3.660 -0.700
H -1.066 4.317 -0.319
H -1.571 3.998 -3.583
H -2.766 2.120 -4.700
H -2.970 -0.067 -3.580
H -2.434 -2.329 -3.521
H -4.110 -1.852 -3.181
H -3.555 -3.481 -2.795
H -1.645 -4.136 -1.198
H -2.165 -3.832 0.462
H -0.716 -3.052 -0.162
H -5.158 -1.503 -0.696
H -4.158 -0.879 0.627
H -4.546 -2.601 0.545
O 1.530 1.730 -0.587
C 1.630 0.686 -1.225
O 0.878 -0.337 -0.967
C 2.613 0.540 -2.337
C 3.699 1.402 -2.398
C 4.595 1.247 -3.433
C 4.455 0.290 -4.416
C 3.355 -0.533 -4.320
C 2.431 -0.442 -3.300
N 3.163 -1.572 -5.363
O 2.117 -2.180 -5.354
O 4.067 -1.743 -6.151
N 5.771 2.154 -3.502
O 5.855 3.018 -2.659
O 6.515 2.026 -4.450
H 3.834 2.174 -1.654
H 5.172 0.189 -5.216
H 1.589 -1.116 -3.253
O -0.058 -1.802 1.683
C -1.143 -1.435 2.131
O -1.691 -0.347 1.648
C -1.881 -2.187 3.168
C -3.136 -1.785 3.610
C -3.795 -2.539 4.570
C -3.198 -3.685 5.084
C -1.942 -4.082 4.641
C -1.283 -3.332 3.680
H -3.584 -0.888 3.202
H -4.773 -2.236 4.918
H -3.714 -4.272 5.833
H -1.480 -4.973 5.043
H -0.307 -3.623 3.314
```

The value obtained for the HOMO-LUMO gap is 7.08 eV. Its total energy is -3803.39287 a.u. The LUMO energy is -0.91 eV. For the HOMO energy, the calculation gives -8.0 eV. Its net charge is 0.


(2)
ORCA calculation (ωB97M-V/def2-TZVPD) on a molecular structure, C36H32BF2N3O4S2Tl.

```
81
Properties=species:S:1:pos:R:3
Tl 0.485 0.016 0.957
C -0.879 -2.697 2.852
C -1.450 -2.971 1.493
C -1.852 -4.245 1.102
C -2.376 -4.428 -0.165
C -2.512 -3.337 -1.005
C -2.097 -2.096 -0.540
N -1.570 -1.928 0.669
C -2.266 -0.860 -1.361
C -3.366 -0.718 -2.202
C -3.537 0.483 -2.867
C -2.626 1.502 -2.664
C -1.550 1.280 -1.807
N -1.374 0.113 -1.191
C -0.559 2.359 -1.528
C -0.945 3.689 -1.518
C 0.007 4.652 -1.215
C 1.300 4.258 -0.949
C 1.608 2.899 -0.971
C 3.000 2.436 -0.658
N 0.692 1.977 -1.259
H -1.439 -1.903 3.347
H 0.150 -2.335 2.779
H -0.884 -3.593 3.471
H -1.744 -5.076 1.788
H -2.674 -5.414 -0.499
H -2.897 -3.453 -2.008
H -4.092 -1.513 -2.294
H -4.384 0.630 -3.526
H -2.731 2.446 -3.178
H -1.976 3.972 -1.680
H -0.271 5.697 -1.162
H 2.065 4.973 -0.682
H 3.328 2.878 0.285
H 3.694 2.740 -1.447
H 3.033 1.351 -0.564
C 0.222 6.547 1.443
C 0.277 5.211 2.140
C -0.848 4.486 2.305
C -0.931 3.257 3.183
C 0.482 2.800 3.505
C 1.626 3.534 3.262
C 1.564 4.773 2.644
S 0.428 1.209 4.082
O 0.113 1.060 5.486
O -0.853 0.745 3.267
O 1.557 0.390 3.643
H -0.732 6.690 0.930
H 1.033 6.665 0.717
H 0.339 7.356 2.170
H -1.776 4.855 1.869
H -1.483 3.523 4.108
H 2.587 3.112 3.548
H 2.450 5.378 2.492
O 0.703 -2.812 -2.040
S 1.676 -1.690 -2.103
C 3.149 -2.335 -2.913
C 3.049 -3.483 -3.681
C 4.186 -3.980 -4.299
C 5.405 -3.332 -4.141
C 5.495 -2.192 -3.354
C 4.362 -1.693 -2.726
C 1.154 -0.660 -3.486
C 1.782 0.549 -3.738
C 1.330 1.340 -4.781
C 0.255 0.921 -5.556
C -0.370 -0.288 -5.286
C 0.076 -1.085 -4.240
H 2.087 -3.972 -3.769
H 4.123 -4.876 -4.902
H 6.291 -3.725 -4.623
H 6.449 -1.700 -3.217
H 4.425 -0.819 -2.088
H 2.598 0.885 -3.109
H 1.803 2.294 -4.976
H -0.104 1.548 -6.362
H -1.219 -0.606 -5.878
H -0.406 -2.021 -3.986
F -1.406 1.711 1.188
B -1.624 1.917 2.610
F -2.986 1.736 2.846
```

The value obtained for the HOMO-LUMO gap is 3.95 eV. Its total energy is -3049.92161 a.u. The LUMO energy is 2.02 eV. For the relative energy (zero: lowest compared OMol25 entry of this formula, charge and spin), the calculation gives 9.8 kcal per mole. For the HOMO energy, the calculation gives -1.9 eV. Its net charge is -1.